Entry 1:
Entry from the OMol25 dataset: 8 unconnected molecules or ions with the total composition C36H57O19P at a distorted geometry (wB97M-V/def2-TZVPD).

Values from the calculation:
**Molecular weight**: 824.81 g/mol
**Frontier orbital gap**: 9.37 eV
**Structure (SMILES)**: CCOCCO[C@@H]1C[C@H]([PH2]=O)C(=O)O1.O=C1CCCO1.O=C1CCCO1.O=C1CCCO1.O=C1CCCO1.O=C1CCCO1.O=C1CCCO1.O=C1CCCO1
**Strongest force on any atom**: 9.59 eV Å⁻¹
**ΔE to the lowest compared entry with this formula, charge and spin**: 483.4 kJ/mol
**Charge**: 0

The geometry in XYZ format:
```
113
Properties=species:S:1:pos:R:3:mulliken_charge:R:1
C 6.7357 -1.4836 -0.3396 -0.55
H 1.6287 -4.3608 -1.2969 0.03
O -2.5399 -1.0637 3.5421 -0.35
H 2.6788 -4.4409 -2.8607 0.26
H 2.6007 6.1645 8.4326 0.28
H -0.4972 -0.5753 -4.1914 0.48
H 3.9096 3.0084 10.6606 0.33
H -2.1956 -4.7024 -3.1848 0.26
H 5.4602 -2.5103 1.0800 0.28
C 5.4107 -2.0669 0.0817 -0.14
O 0.1321 7.1845 -5.0678 -0.60
H 4.0171 6.0162 -4.6394 0.38
C -6.4701 -3.9948 -4.3012 -0.47
H -0.3815 -5.0084 -0.6974 0.20
H -0.8058 0.5388 8.2558 0.25
C -2.2626 6.8606 -5.1904 -0.49
H -6.4296 -6.9652 -2.8786 0.32
C 7.4325 -2.6643 -0.9636 -0.42
C 1.8639 4.1494 8.5665 0.54
H -7.3907 -4.8277 -2.5569 0.27
C -5.0490 -4.3930 -4.0405 0.60
H 3.3359 4.3794 -2.9772 0.35
H -0.1820 -2.6811 -3.8508 0.02
H -3.2550 -5.3887 -1.7131 0.00
C -0.8415 6.4625 -4.9297 0.43
H -6.4116 -6.8105 -4.6528 0.27
H 2.3350 6.2680 -5.1346 0.10
C -2.9929 0.1619 3.9383 0.45
O -2.2603 -3.5521 -1.2734 -0.37
C -2.5996 -1.1475 2.1190 -0.25
C 0.7662 -5.6799 -3.0745 -0.06
H -2.6774 1.6730 2.4787 0.26
H 3.0097 4.7699 -6.8365 0.34
O -2.1052 -1.1741 -1.4206 -0.22
C -1.7747 -0.0934 -2.3894 0.09
H -2.4404 6.8649 -6.2694 0.27
H 7.2990 -1.0373 0.4842 0.32
H -4.6257 -0.5459 1.7689 0.27
H -2.2221 3.8903 -3.7678 0.26
H 1.0109 0.8788 -1.1491 0.07
C -0.3135 0.3784 7.2889 -0.50
H 4.3361 5.0489 9.5425 0.27
C 5.2108 -3.1558 -0.9286 0.38
H 4.0806 3.8484 -5.7521 0.28
C 2.2634 5.4526 9.1895 -0.42
H 0.2334 -2.6876 -1.8630 -0.13
H -4.3985 1.4597 2.9579 0.31
H 1.4294 1.2239 6.3174 0.30
O -0.2192 -6.5013 -2.3547 -0.42
O 2.0681 3.5167 -5.4847 -0.36
O 6.3935 -3.4518 -1.5433 -0.37
C 1.7191 3.7030 -4.1779 0.71
H -8.2182 -5.2876 -4.0542 0.32
O 2.3184 -1.1137 -1.9518 -0.50
C -2.2372 -4.8508 -2.0248 0.12
H -2.8951 -2.1577 1.8212 0.29
O 4.1573 -3.7288 -1.1519 -0.52
O 3.0173 -0.0420 8.3273 -0.61
H -6.6479 -3.9906 -5.3802 0.27
C 1.0688 0.9798 7.3205 0.26
O -2.9835 0.5587 5.0918 -0.60
C 3.3912 5.0359 10.0993 -0.48
O 1.1705 4.0246 7.5706 -0.58
H 0.0858 -1.3560 6.0428 0.21
C 2.5307 4.8111 -3.5781 -0.52
H -0.9555 0.7978 6.5098 0.26
C 3.0257 3.6172 10.4495 -0.51
H 1.1102 1.8564 7.9712 -0.25
O 2.3534 3.1065 9.2993 -0.31
C -2.0910 4.5896 -4.5988 -0.41
H 2.7030 -5.9457 -1.7059 0.33
C -3.6178 -0.1185 1.7024 -0.33
H 8.1394 -2.3573 -1.7399 0.32
C 1.8888 -0.1452 7.8756 0.50
O -4.9880 -5.7037 -3.6628 -0.35
H -3.1832 6.0277 -3.4462 0.27
H 3.5071 5.6794 10.9755 0.32
O -4.0754 -3.6710 -4.1786 -0.61
H 1.9074 5.4733 -2.9728 0.25
H -1.5082 -6.5185 -0.6538 0.29
C -7.2383 -5.0929 -3.6102 -0.52
C -0.3656 -0.6425 -3.0218 0.07
C -3.0308 5.7625 -4.4995 -0.51
C -0.0306 -1.0888 7.0984 -0.32
C -0.4122 -2.2797 -2.7665 0.07
H 1.2714 -6.4036 -3.8781 0.31
H -2.6500 -2.3384 -3.1255 0.21
H -4.0107 5.5678 -4.9434 0.34
H -3.4714 0.2430 0.6811 0.19
H 1.9005 0.9111 -3.3562 0.01
H -2.4838 7.8388 -4.7572 0.31
C -1.0037 -5.7221 -1.3854 -0.45
H -1.6044 -0.9350 1.7145 0.17
H -6.6914 -3.0167 -3.8680 0.29
P 1.2933 0.0756 -2.3169 0.32
H 2.3445 3.5626 11.3052 0.27
C 3.0595 5.5145 -4.8024 -0.32
O -0.7805 5.1518 -4.5521 -0.16
H -0.8117 -1.7154 7.5386 0.34
O 0.8906 3.0321 -3.5849 -0.58
O 1.2079 -1.3236 7.7666 -0.40
C 1.9993 -5.1087 -2.1479 -0.62
C -3.4534 0.9522 2.7511 -0.42
H 0.2864 -4.8062 -3.7154 0.01
O -2.4473 1.0624 -2.6349 -0.57
H 4.6101 -1.3256 0.0260 0.16
C 3.1376 4.4016 -5.8145 -0.52
H -2.2041 4.0450 -5.5420 0.23
H 7.9612 -3.2739 -0.2233 0.25
C -1.9538 -2.4392 -2.1893 0.21
C -6.2985 -6.2659 -3.7095 -0.44
H 1.4155 5.8553 9.7506 0.26
H 6.5711 -0.7073 -1.0967 0.25
```

---

Entry 2:
Entry from the OMol25 dataset: C6H7ClN2O2 in the gas phase at a distorted geometry (wB97M-V/def2-TZVPD).

Values from the calculation:
**Molecular weight**: 174.59 g/mol
**Spin multiplicity**: 3
**Frontier orbital gap (spin up / spin down)**: 6.70 / 6.87 eV
**Expectation value of S²**: 2.02
**Strongest force on any atom**: 3.92 eV Å⁻¹
**ΔE to the lowest compared entry with this formula, charge and spin**: 39.1 kJ/mol
**Charge**: 0

The geometry in XYZ format:
```
18
Properties=species:S:1:pos:R:3:lowdin_spin:R:1
H -1.2577 -0.9963 2.1048 0.01
C 0.1891 -1.1336 -0.4307 0.22
H 0.5125 -2.0146 -1.0046 0.01
N 2.4899 -0.5524 -0.0259 0.06
H -0.2311 2.8371 -1.1356 0.01
C 0.9127 1.1766 -0.2678 0.37
H -2.1291 1.3527 -1.5026 0.02
N -1.3321 1.0255 -0.9727 0.39
C -0.2667 1.7249 -0.8798 0.10
C -1.1054 -1.1524 0.0599 0.32
O 3.3325 0.3391 0.0386 0.07
H -0.7647 0.4119 1.6840 0.00
C 1.1852 -0.1573 -0.3179 0.18
H 1.8666 1.7752 0.0484 0.01
C -1.4274 -0.3695 1.2634 0.03
Cl -2.1446 -2.4411 -0.2796 0.09
O 2.5956 -1.7378 0.3019 0.10
H -2.4255 -0.0880 1.3161 0.01
```

---

Entry 3:
Entry from the OMol25 dataset: C2H4Br2 in the gas phase at a distorted geometry (wB97M-V/def2-TZVPD).

Values from the calculation:
**Molecular weight**: 187.86 g/mol
**Frontier orbital gap**: 10.29 eV
**Structure (SMILES)**: CC(Br)Br
**Strongest force on any atom**: 4.94 eV Å⁻¹
**ΔE to the lowest compared entry with this formula, charge and spin**: 82.2 kJ/mol
**Charge**: 0

The geometry in XYZ format:
```
8
Properties=species:S:1:pos:R:3:mulliken_charge:R:1
Br 2.1012 1.7858 0.0884 -0.08
H 1.1743 -0.0344 1.4596 0.48
H -0.7181 -0.9191 -0.2848 0.33
Br 2.4919 -1.4537 -0.1837 -0.15
C 1.1688 0.0731 0.4495 -0.30
H -0.0441 0.1830 -1.5255 0.28
H -0.6470 0.9872 0.0779 0.31
C -0.1491 0.0490 -0.3303 -0.88
```